{"formula": "C44H102N9O11S2", "method": "ωB97M-V/def2-TZVPD", "spin_multiplicity": 1, "e_tot_ha": -3854.0893, "gap_ev": 3.03, "total_charge": -1, "symbols": ["N", "C", "N", "N", "C", "C", "C", "C", "C", "C", "C", "C", "S", "C", "S", "N", "C", "C", "O", "C", "C", "H", "H", "H", "H", "H", "H", "H", "H", "H", "H", "H", "H", "H", "H", "H", "H", "H", "H", "H", "H", "H", "H", "H", "H", "H", "H", "H", "C", "O", "C", "C", "N", "C", "C", "O", "C", "H", "H", "H", "H", "H", "H", "H", "H", "H", "H", "H", "H", "H", "H", "H", "C", "O", "C", "C", "N", "C", "C", "O", "C", "H", "H", "H", "H", "H", "H", "H", "H", "H", "H", "H", "H", "H", "H", "H", "C", "O", "C", "C", "N", "C", "C", "O", "C", "H", "H", "H", "H", "H", "H", "H", "H", "H", "H", "H", "H", "H", "H", "H", "C", "O", "C", "C", "N", "C", "C", "O", "C", "H", "H", "H", "H", "H", "H", "H", "H", "H", "H", "H", "H", "H", "H", "H", "C", "O", "C", "C", "N", "C", "C", "O", "C", "H", "H", "H", "H", "H", "H", "H", "H", "H", "H", "H", "H", "H", "H", "H"], "xyz": [[-2.98, 3.93, 2.25], [-1.78, 3.49, 2.43], [-0.74, 4.16, 1.70], [-1.51, 2.43, 3.33], [-0.40, 1.54, 2.88], [0.28, 0.93, 4.17], [-0.21, -0.52, 4.53], [0.95, -1.55, 4.57], [2.10, -1.17, 5.59], [3.39, -1.89, 5.07], [4.30, -2.41, 6.25], [5.38, -3.33, 5.60], [6.75, -3.80, 6.78], [8.19, -4.02, 5.64], [9.10, -2.70, 5.22], [8.43, -5.38, 5.20], [8.06, -5.62, 3.80], [9.26, -5.67, 2.79], [10.44, -6.29, 3.27], [10.84, -5.57, 4.45], [9.77, -5.88, 5.54], [-3.62, 3.39, 2.84], [-0.39, 4.96, 2.22], [-1.08, 4.45, 0.80], [-2.34, 1.84, 3.34], [-0.81, 0.68, 2.29], [0.38, 2.07, 2.30], [1.38, 0.94, 3.98], [0.05, 1.59, 5.04], [-0.96, -0.81, 3.73], [-0.78, -0.48, 5.48], [0.61, -2.57, 4.87], [1.40, -1.65, 3.53], [2.33, -0.07, 5.53], [4.01, -1.28, 4.36], [3.09, -2.80, 4.49], [4.76, -1.54, 6.77], [3.67, -2.93, 7.01], [5.87, -2.81, 4.75], [4.86, -4.22, 5.17], [7.43, -4.75, 3.49], [7.42, -6.51, 3.65], [8.92, -6.29, 1.93], [9.51, -4.67, 2.34], [11.86, -5.88, 4.79], [10.92, -4.50, 4.17], [9.69, -6.99, 5.59], [10.05, -5.56, 6.56], [3.10, 1.80, -4.92], [2.33, 2.97, -4.78], [0.98, 2.73, -4.39], [0.72, 3.15, -2.95], [1.37, 2.28, -1.99], [1.38, 2.80, -0.63], [2.09, 4.13, -0.36], [3.50, 4.09, -0.49], [3.98, 4.18, -1.82], [4.03, 2.07, -5.43], [3.37, 1.38, -3.94], [2.59, 1.04, -5.52], [0.69, 1.69, -4.56], [0.36, 3.36, -5.04], [-0.36, 3.14, -2.77], [1.06, 4.19, -2.85], [2.32, 2.11, -2.28], [1.86, 2.04, -0.01], [0.35, 2.88, -0.28], [1.90, 4.39, 0.68], [1.67, 4.96, -0.96], [3.36, 4.83, -2.45], [4.07, 3.19, -2.27], [4.99, 4.60, -1.79], [2.52, -3.24, -1.03], [3.24, -2.03, -1.18], [3.18, -1.18, -0.04], [4.52, -1.15, 0.69], [4.80, -2.41, 1.36], [6.18, -2.56, 1.83], [7.32, -2.48, 0.80], [7.37, -3.58, -0.09], [6.48, -3.51, -1.19], [2.43, -3.71, -2.01], [3.05, -3.94, -0.37], [1.51, -3.07, -0.64], [2.37, -1.46, 0.64], [2.97, -0.18, -0.41], [4.50, -0.34, 1.44], [5.29, -0.89, -0.05], [4.61, -3.17, 0.72], [6.24, -3.53, 2.32], [6.36, -1.81, 2.61], [8.25, -2.52, 1.37], [7.33, -1.54, 0.25], [6.33, -2.48, -1.53], [5.52, -3.97, -0.93], [6.90, -4.09, -2.01], [-5.94, 1.58, -7.43], [-5.00, 2.60, -7.17], [-5.30, 3.37, -6.00], [-4.33, 3.06, -4.87], [-4.55, 1.72, -4.33], [-3.48, 1.24, -3.45], [-2.07, 1.14, -4.04], [-1.91, 0.11, -5.02], [-2.35, 0.46, -6.32], [-5.75, 1.21, -8.44], [-5.82, 0.74, -6.74], [-6.97, 1.95, -7.38], [-6.34, 3.24, -5.69], [-5.17, 4.42, -6.28], [-4.47, 3.80, -4.07], [-3.32, 3.17, -5.27], [-4.65, 1.07, -5.09], [-3.77, 0.25, -3.11], [-3.44, 1.88, -2.57], [-1.40, 0.86, -3.22], [-1.69, 2.09, -4.42], [-2.18, 1.52, -6.55], [-3.40, 0.20, -6.45], [-1.78, -0.14, -7.04], [-5.48, -4.95, 0.53], [-4.89, -4.54, -0.70], [-5.48, -3.37, -1.26], [-4.54, -2.18, -1.15], [-4.39, -1.73, 0.23], [-3.29, -0.79, 0.46], [-1.87, -1.25, 0.13], [-1.36, -2.25, 0.99], [-1.77, -3.57, 0.69], [-5.13, -5.95, 0.75], [-5.17, -4.29, 1.35], [-6.57, -4.96, 0.47], [-6.45, -3.15, -0.82], [-5.63, -3.58, -2.32], [-4.92, -1.35, -1.76], [-3.57, -2.48, -1.57], [-4.25, -2.53, 0.83], [-3.32, -0.53, 1.52], [-3.50, 0.13, -0.10], [-1.21, -0.38, 0.27], [-1.74, -1.54, -0.92], [-1.88, -3.74, -0.39], [-2.69, -3.81, 1.22], [-1.00, -4.25, 1.06], [-4.50, 4.23, -1.01], [-5.48, 3.42, -1.64], [-5.90, 2.31, -0.86], [-7.31, 2.51, -0.32], [-7.35, 3.54, 0.71], [-8.70, 4.00, 1.05], [-9.56, 4.62, -0.06], [-9.11, 5.88, -0.52], [-8.06, 5.83, -1.47], [-4.09, 4.90, -1.76], [-4.93, 4.84, -0.21], [-3.68, 3.62, -0.60], [-5.19, 2.08, -0.05], [-5.91, 1.44, -1.53], [-7.67, 1.57, 0.10], [-7.95, 2.76, -1.18], [-6.82, 4.34, 0.39], [-8.58, 4.75, 1.83], [-9.24, 3.17, 1.50], [-10.55, 4.80, 0.38], [-9.73, 3.93, -0.90], [-8.14, 4.96, -2.13], [-7.09, 5.84, -0.97], [-8.12, 6.73, -2.09]]}

{"formula": "C33H45N10O25S", "method": "ωB97M-V/def2-TZVPD", "spin_multiplicity": 1, "e_tot_ha": -4109.4047, "gap_ev": 5.94, "total_charge": -1, "symbols": ["C", "C", "C", "C", "C", "C", "S", "O", "O", "O", "C", "C", "C", "C", "C", "O", "C", "C", "C", "O", "O", "C", "C", "C", "C", "C", "C", "C", "C", "N", "C", "C", "O", "H", "H", "H", "H", "H", "H", "H", "H", "H", "H", "H", "H", "H", "H", "H", "H", "H", "H", "C", "N", "O", "O", "H", "H", "H", "C", "N", "O", "O", "H", "H", "H", "C", "N", "O", "O", "H", "H", "H", "C", "N", "O", "O", "H", "H", "H", "C", "N", "O", "O", "H", "H", "H", "C", "N", "O", "O", "H", "H", "H", "C", "N", "O", "O", "H", "H", "H", "C", "N", "O", "O", "H", "H", "H", "C", "N", "O", "O", "H", "H", "H"], "xyz": [[2.86, -1.99, 0.90], [2.42, -1.45, -0.61], [3.35, -0.38, -1.50], [4.77, 0.19, -0.86], [4.46, 1.79, -0.49], [3.16, 1.98, 0.50], [1.80, 3.05, -0.22], [2.02, 4.58, -0.04], [1.50, 2.79, -1.72], [0.34, 2.65, 0.63], [2.94, 0.19, -2.99], [1.50, -0.28, -3.70], [0.58, -1.32, -2.82], [1.01, -1.92, -1.31], [-0.08, -2.96, -0.59], [0.26, -4.09, 0.04], [-1.68, -2.50, -0.76], [-2.70, -2.62, 0.52], [-2.25, -3.24, 1.98], [-3.00, -4.27, 2.44], [-1.09, -2.80, 2.78], [-4.26, -2.09, 0.27], [-4.70, -1.51, -1.23], [-3.66, -1.39, -2.52], [-4.15, -0.78, -4.00], [-4.40, 0.79, -4.04], [-4.83, 1.51, -5.44], [-4.97, 0.40, -6.62], [-4.69, -1.15, -6.29], [-4.25, -1.84, -5.04], [-2.11, -1.90, -2.26], [-0.91, -1.82, -3.42], [-1.12, -2.16, -4.69], [3.87, -2.62, 0.85], [2.05, -2.73, 1.37], [2.93, -1.09, 1.68], [5.67, 0.10, -1.62], [4.99, -0.35, 0.15], [4.17, 2.29, -1.52], [5.43, 2.36, -0.12], [3.52, 2.52, 1.50], [2.66, 0.97, 0.84], [-0.36, 2.34, -0.03], [3.64, 0.94, -3.56], [1.19, 0.12, -4.77], [-5.00, -2.15, 1.19], [-5.81, -1.14, -1.33], [-4.29, 1.44, -3.06], [-5.04, 2.65, -5.61], [-5.28, 0.73, -7.70], [-4.86, -1.89, -7.21], [-6.25, -1.81, -10.50], [-5.72, -0.80, -9.54], [-6.55, -0.12, -8.92], [-4.49, -0.71, -9.45], [-7.34, -1.78, -10.48], [-5.87, -1.55, -11.49], [-5.88, -2.79, -10.18], [4.12, 0.28, 5.21], [4.21, 0.53, 3.75], [3.92, 1.66, 3.34], [4.57, -0.43, 3.05], [3.79, 1.20, 5.70], [3.39, -0.51, 5.37], [5.11, -0.01, 5.56], [0.22, -3.77, -7.46], [0.31, -3.52, -8.93], [0.02, -2.39, -9.33], [0.67, -4.48, -9.63], [-0.11, -2.85, -6.97], [-0.51, -4.57, -7.30], [1.21, -4.06, -7.11], [-0.17, 5.70, 2.61], [-0.56, 5.38, 4.01], [-1.77, 5.31, 4.25], [0.35, 5.20, 4.82], [-1.07, 5.83, 2.01], [0.41, 6.63, 2.64], [0.43, 4.87, 2.24], [2.13, -3.93, 5.11], [2.66, -2.91, 6.06], [1.83, -2.24, 6.69], [3.88, -2.82, 6.16], [1.04, -3.90, 5.13], [2.50, -3.67, 4.12], [2.49, -4.91, 5.43], [1.23, -5.10, -3.38], [2.44, -4.58, -4.06], [3.54, -4.97, -3.63], [2.27, -3.81, -5.01], [1.53, -5.77, -2.57], [0.68, -4.24, -2.99], [0.64, -5.64, -4.12], [-0.81, -3.27, 8.86], [-0.43, -4.58, 8.28], [-1.18, -5.54, 8.51], [0.61, -4.62, 7.61], [-1.73, -3.38, 9.42], [0.01, -2.95, 9.52], [-0.94, -2.57, 8.03], [3.03, 6.56, 5.16], [4.24, 7.07, 4.48], [5.34, 6.69, 4.91], [4.07, 7.85, 3.53], [3.33, 5.89, 5.97], [2.48, 7.42, 5.55], [2.44, 6.02, 4.42], [-3.04, 6.90, 6.44], [-3.73, 7.94, 7.25], [-4.94, 7.80, 7.43], [-3.03, 8.87, 7.68], [-3.77, 6.15, 6.13], [-2.60, 7.40, 5.57], [-2.26, 6.46, 7.07]]}